The following is a DFT calculation (ωB97M-V with the def2-TZVPD basis set) of a molecular structure, C26H26LuN9O7S2.

Geometry as XYZ:
```
71
Properties=species:S:1:pos:R:3:mulliken_charge:R:1
Lu -0.03730 -0.33141 0.13768 1.2769
C -5.08278 2.31277 0.29116 -0.8724
N -4.11291 2.56656 -0.76567 0.3439
C -4.35483 3.25517 -1.93966 -0.7540
C -3.23308 3.22762 -2.65865 -0.3414
N -2.27525 2.51568 -1.92186 0.5207
C -2.84180 2.09609 -0.74070 -0.1157
S -2.26599 1.24770 0.57729 -0.2063
C -0.97767 2.25775 -2.44509 0.6933
C -0.55865 2.99890 -3.54573 -1.1559
C 0.63335 2.67749 -4.15909 -0.5581
C 1.38749 1.63659 -3.65316 -1.2415
C 0.92232 1.00795 -2.52170 -0.2058
N -0.23203 1.31079 -1.90838 0.4848
H -6.01187 2.81164 0.02994 0.3227
H -4.70876 2.68864 1.24122 0.3400
H -5.24679 1.24163 0.39654 0.3368
H -5.31082 3.69818 -2.16397 0.4332
H -3.06080 3.61927 -3.64192 0.4203
H -1.14318 3.82440 -3.91754 0.4275
H 0.96669 3.23543 -5.02380 0.4089
H 2.31632 1.32203 -4.10807 0.4887
H 1.51012 0.21586 -2.07096 0.5799
O 4.13375 -0.76445 0.72842 -0.7126
C 2.96179 -1.09474 0.78215 -0.0233
O 2.06152 -0.70335 -0.08546 -0.2228
C 2.49687 -1.96952 1.91846 1.3637
C 3.37980 -2.87765 2.44961 -0.4152
C 3.00752 -3.66119 3.52732 -0.6064
C 1.75815 -3.54579 4.09377 -0.5940
C 0.85696 -2.65550 3.55271 -0.1266
C 1.19615 -1.81264 2.46575 0.3060
O 0.38863 -0.88938 2.02170 -0.8296
N -0.47810 -2.61655 4.17566 1.0210
O -0.54605 -2.90748 5.36053 -0.6330
O -1.42123 -2.23519 3.51596 -0.5596
N 3.96125 -4.62542 4.08356 1.0377
O 5.03244 -4.74946 3.51923 -0.6245
O 3.62935 -5.24845 5.07561 -0.6309
H 4.37259 -2.97164 2.03013 0.5740
H 1.48111 -4.15150 4.94231 0.6186
C 0.75702 -3.58580 -0.57243 -0.8647
C -0.46565 -3.16506 -1.32972 0.5436
C -1.19201 -3.93974 -2.19009 -1.1037
C -2.25664 -3.12691 -2.66909 -0.7481
C -2.12749 -1.90117 -2.07260 0.3267
C -3.03796 -0.73608 -2.29828 -0.7804
N -1.01872 -1.89141 -1.23182 -0.0076
H 0.97053 -4.63108 -0.79148 0.4201
H 0.62009 -3.50912 0.51019 0.0614
H 1.63928 -3.00885 -0.84732 0.0991
H -0.98634 -4.97178 -2.44218 0.4293
H -3.03907 -3.40902 -3.36211 0.4331
H -3.86536 -1.05609 -2.93205 0.3763
H -2.53475 0.08742 -2.81455 0.0599
H -3.45747 -0.35681 -1.36574 0.0368
C 0.18800 3.17129 5.06645 -1.0259
C 0.09492 3.96519 3.75525 -0.5368
C 0.76751 3.24720 2.62714 0.2130
N 0.20513 2.40043 1.85424 -0.4334
N 1.04249 1.81213 0.93168 0.4043
C 2.27005 2.26755 1.01627 0.1169
N 3.27460 1.94461 0.16920 -0.3811
S 2.47065 3.44439 2.27318 -0.2217
H -0.30982 3.70659 5.87574 0.3585
H 1.23026 3.01318 5.35165 0.3179
H -0.28305 2.19480 4.94867 0.2794
H 0.55297 4.94724 3.87927 0.3578
H -0.94850 4.11407 3.48010 0.2254
H 3.21018 1.01894 -0.23904 0.1852
H 4.20658 2.16240 0.47762 0.2898
```

## Properties
Largest force on an atom (eV Å⁻¹): 1.89
Energy relative to the best compared isomer or geometry (same formula, charge and spin) (kcal/mol): 10.21
M (g/mol): 815.7
Total energy (Eh): -4057.80002
Spin multiplicity: 1
Gap between HOMO and LUMO (eV): 6.336



The following is a DFT calculation (ωB97M-V with the def2-TZVPD basis set) of a molecular structure, C26H26MgN7O4.

Geometry as XYZ:
```
64
Properties=species:S:1:pos:R:3:mulliken_charge:R:1
Mg -2.86176 -17.03498 -5.50334 1.0541
C -3.71581 -21.20025 -1.53877 -0.7293
C -2.56620 -21.21601 -2.37446 -0.8239
C -2.18692 -20.12730 -3.09889 0.8037
C -2.86757 -18.90157 -3.02969 -1.2324
C -4.05967 -18.86026 -2.26458 0.0520
C -4.57096 -20.08785 -1.61970 -0.8208
N -2.39420 -17.77560 -3.69440 0.8139
C -1.41437 -17.05546 -3.02453 0.9353
C -0.88951 -17.46731 -1.74418 -1.1088
C 0.04429 -16.63662 -1.05528 -0.3278
C 0.40310 -15.39516 -1.57794 -0.8348
C -0.13594 -14.96094 -2.82455 -0.0532
C -1.01901 -15.72306 -3.53481 -0.5744
N -1.63953 -15.39735 -4.73872 1.3411
N -1.58786 -14.31534 -5.32158 -1.3620
C -2.52399 -14.27501 -6.39682 0.3819
C -2.68495 -13.08018 -7.03995 -0.7731
C -3.53715 -13.01464 -8.07332 -0.1094
C -4.31103 -14.14870 -8.45005 -0.9326
C -4.16961 -15.26716 -7.64756 -0.0247
N -3.31708 -15.30598 -6.63136 0.1910
H -4.06164 -22.05183 -1.01874 0.4339
H -2.12621 -22.21193 -2.43369 0.3768
H -1.34898 -20.28168 -3.77541 0.3462
H -4.73543 -17.98660 -2.17563 0.4978
H -5.49367 -20.23410 -1.05313 0.3908
H -1.13656 -18.41126 -1.26539 0.2782
H 0.51001 -17.03120 -0.19536 0.4714
H 1.25299 -14.85337 -1.13547 0.3434
H -0.02801 -13.94484 -3.21030 0.4405
H -2.18933 -12.20805 -6.63169 0.4863
H -3.68680 -12.05242 -8.56961 0.3884
H -5.02512 -14.00437 -9.26007 0.4027
H -4.88641 -16.08256 -7.61377 0.3631
O -6.67449 -19.11473 -4.70340 -0.4542
C -5.51927 -18.56420 -5.03341 0.0210
O -5.17933 -17.40917 -4.81165 -0.5279
C -4.61074 -19.49021 -5.79534 0.8389
C -4.77846 -20.87062 -5.95964 -0.6497
C -3.77359 -21.60602 -6.59945 -0.6865
C -2.69135 -20.89810 -7.18690 -0.7182
C -2.53722 -19.55848 -6.92092 0.5140
N -3.52317 -18.87607 -6.25610 0.0240
C -1.37273 -18.70404 -7.25475 0.0736
O -0.55216 -19.23572 -7.91404 -0.6961
O -1.16235 -17.59037 -6.61094 -0.9333
H -7.25212 -18.43564 -4.28290 0.4287
H -5.60470 -21.35157 -5.53402 0.6345
H -3.99082 -22.62760 -6.77604 0.5338
H -1.94614 -21.37248 -7.79746 0.5733
N 1.39488 -17.49192 -6.72400 -0.0792
C 1.87535 -17.49159 -5.27370 -0.4533
C 1.35934 -18.76594 -4.54321 0.1152
N 1.75050 -19.00823 -3.17498 -0.5795
H 1.62289 -18.44758 -7.15578 0.3968
H 1.85595 -16.81638 -7.22081 0.4064
H 0.36619 -17.36950 -6.83038 0.0451
H 1.50468 -16.54773 -4.87349 0.2248
H 3.00591 -17.39098 -5.31941 0.3549
H 1.76403 -19.59338 -5.12148 0.4869
H 0.28732 -18.74165 -4.59875 -0.4181
H 1.26990 -18.34966 -2.57841 0.1659
H 2.72915 -18.89803 -2.99813 0.2730
```

## Properties
Largest force on an atom (eV Å⁻¹): 4.46
Total charge: +1
Energy relative to the best compared isomer or geometry (same formula, charge and spin) (kcal/mol): 9.44
M (g/mol): 524.8
Total energy (Eh): -1890.64237
Spin multiplicity: 1
Gap between HOMO and LUMO (spin up / spin down) (eV): 6.011 / 6.012



The following is a DFT calculation (ωB97M-V with the def2-TZVPD basis set) of 2 unconnected molecules or ions with the total composition C26H26N3O5.

Geometry as XYZ:
```
60
Properties=species:S:1:pos:R:3:mulliken_charge:R:1
C -4.86026 2.06310 2.20990 -0.8327
O -4.21811 0.80677 2.48868 -0.4307
C -2.87183 0.67095 2.43300 0.9635
C -2.36147 -0.61884 2.71441 -0.8485
C -1.00874 -0.82665 2.72792 -0.3147
C -0.07297 0.21081 2.45258 0.8974
C 1.33646 -0.12901 2.51143 -0.1641
C 2.40327 0.74555 2.43390 0.8059
C 3.75683 0.31033 2.52964 -0.0575
N 4.87261 -0.03080 2.61678 -0.5748
C 2.32210 2.15767 2.31186 -0.2516
N 2.32110 3.32770 2.21694 -0.5820
C -0.60908 1.48793 2.14136 -0.7258
C -1.97657 1.72682 2.13819 -0.7021
H -5.91172 1.83629 2.38465 0.2462
H -4.52603 2.85624 2.88783 0.3295
H -4.70650 2.37037 1.16931 0.3381
H -3.07370 -1.41745 2.92317 0.4287
H -0.62925 -1.82615 2.94413 0.4330
H 1.56938 -1.18546 2.67744 0.3316
H 0.03622 2.31817 1.88376 0.2686
H -2.36484 2.71948 1.91622 0.3900
C 1.79404 -9.02572 -2.88011 -1.0506
N 1.51444 -7.61652 -3.08389 0.3160
C 1.25405 -7.31696 -4.47917 -1.0508
C 1.74465 -6.62730 -2.10685 -0.0309
C 3.03210 -6.06697 -1.93371 -0.4088
C 3.23679 -5.06732 -0.98692 -0.4899
C 2.18418 -4.57211 -0.21705 0.3786
C 2.40573 -3.39692 0.74663 -1.4706
C 2.75624 -3.76500 2.13444 1.0954
C 1.70643 -4.04326 3.07158 0.4442
O 0.53137 -3.80032 2.85762 -0.7760
O 2.02274 -4.68782 4.24480 -0.4073
C 3.41022 -4.74299 4.62345 1.6150
C 3.88936 -3.41022 5.17810 -1.2662
C 3.52381 -5.84865 5.67666 -1.7886
O 4.20578 -5.15053 3.49975 -0.3845
C 4.02052 -4.45855 2.32361 -0.1164
O 4.87580 -4.53224 1.46100 -0.7193
C 0.92567 -5.16812 -0.33162 -0.4360
C 0.69423 -6.16857 -1.27151 -0.4766
H 2.03530 -9.21535 -1.83012 0.2979
H 0.91197 -9.61931 -3.16853 0.3182
H 2.63358 -9.35421 -3.51602 0.3163
H 1.08716 -6.24561 -4.62471 0.2865
H 2.09449 -7.64367 -5.11329 0.3204
H 0.36342 -7.87245 -4.80968 0.3165
H 3.85673 -6.42495 -2.55270 0.3734
H 4.23606 -4.66482 -0.83741 0.3807
H 3.24987 -2.80615 0.35797 0.3399
H 1.48952 -2.79170 0.78628 0.3661
H 3.84751 -2.60955 4.43194 0.0817
H 3.26370 -3.13926 6.03539 0.3552
H 4.92547 -3.52351 5.52174 0.3744
H 3.19643 -6.79362 5.24032 0.4094
H 4.56146 -5.94158 6.00853 0.3834
H 2.88365 -5.61457 6.53007 0.3686
H 0.12464 -4.82416 0.32346 0.4192
H -0.29811 -6.61236 -1.38703 0.3675
```

## Properties
Largest force on an atom (eV Å⁻¹): 3.13
Total charge: -1
Energy relative to the best compared isomer or geometry (same formula, charge and spin) (kcal/mol): 0.07
M (g/mol): 460.5
Total energy (Eh): -1546.86396
Spin multiplicity: 1
Gap between HOMO and LUMO (eV): 5.454



Which value of total energy does entry 2 give?
-1890.64237 Eh